Record 1
A molecular structure, C14H16F6N3O5PdS4. Source: the OMol25 dataset; level of theory: wB97M-V/def2-TZVPD.

Calculated values
- net charge = -1
- multiplicity = 1
- ΔE to the lowest compared entry with this formula, charge and spin (eV) = 1.205
- electronic energy (eV) = -92611.501
- HOMO (eV) = -4.34
- LUMO (eV) = 2.30

```
49
Properties=species:S:1:pos:R:3:forces:R:3:mulliken_charge:R:1
Pd -0.1915 -0.0763 0.3730 0.016 0.056 -0.317 0.20
S -4.0036 -2.6876 -0.8115 0.011 0.097 0.028 -0.30
S 2.2348 -3.5792 -1.7647 0.017 0.086 0.095 -0.30
S 1.0139 1.2831 1.9168 0.623 0.271 0.277 1.26
S -1.5958 0.4912 2.2261 -0.577 -0.019 0.369 1.31
F 2.0578 1.6266 4.3517 0.060 0.008 0.005 -0.25
F 1.0587 3.3778 3.5717 -0.064 0.050 0.024 -0.24
F -2.3098 0.2391 4.7803 0.005 -0.027 0.096 -0.25
F -3.8667 0.9230 3.4432 -0.110 0.003 0.050 -0.24
F 2.9822 2.7951 2.7814 0.059 0.050 0.004 -0.24
F -2.3066 2.2813 4.0735 -0.032 0.088 0.025 -0.24
O -2.1237 1.4504 1.2600 0.003 -0.176 0.072 -0.63
O 0.7617 2.3213 0.9206 0.004 -0.237 0.008 -0.66
O 1.0788 0.2647 -2.0447 -0.005 0.097 -0.028 -0.21
O 2.1203 0.3482 1.7148 -0.203 0.115 0.054 -0.85
O -2.0158 -0.9028 2.1919 0.076 0.217 -0.040 -0.67
N -1.9395 -1.2045 -0.9480 0.179 -0.230 0.051 0.00
N -0.1769 0.8254 2.8792 0.012 -0.164 -0.365 -0.51
N 0.7832 -2.3566 -0.0633 -0.140 -0.030 -0.183 -0.36
C 2.0129 -2.6918 -0.2854 0.094 -0.112 -0.152 0.53
C -0.0538 -2.8006 -1.0710 -0.018 0.084 0.149 0.23
C 2.3578 0.8704 -1.7915 -0.062 -0.029 0.003 -0.22
C 2.1913 2.3672 -2.0460 -0.035 -0.020 0.014 -0.46
C 0.1432 1.2801 -2.4367 0.180 -0.077 -0.142 -0.20
C 1.8061 2.3215 3.2322 -0.001 -0.016 0.037 0.41
C -2.4755 -3.4506 -0.9378 -0.064 -0.110 -0.038 -0.27
C 0.9956 2.4042 -2.9998 0.017 0.042 0.032 -0.79
C -3.2279 -1.1353 -0.8434 -0.077 -0.076 -0.087 0.48
C -2.5524 1.0159 3.7175 0.056 0.037 -0.003 0.43
C 3.1657 -2.4091 0.6206 -0.101 0.020 0.035 -0.76
C 0.5539 -3.4775 -2.0728 0.060 -0.163 -0.106 -0.30
C -4.0147 0.1316 -0.7879 0.031 -0.050 0.000 -1.16
C -1.4996 -2.5149 -0.9949 0.015 0.117 -0.007 -0.32
H 3.0970 -1.3829 0.9801 -0.002 -0.030 -0.027 0.08
H 1.3031 2.1720 -4.0237 -0.003 0.022 0.003 0.30
H 3.0809 0.4195 -2.4784 0.030 -0.020 -0.020 0.36
H 2.6543 0.6578 -0.7636 -0.001 -0.009 0.023 -0.04
H 1.9339 2.8658 -1.1108 0.027 0.001 -0.044 0.10
H -0.4205 1.6250 -1.5681 -0.071 0.019 0.099 0.08
H 0.4742 3.3627 -2.9928 0.021 -0.025 -0.024 0.35
H -0.5420 0.8337 -3.1567 -0.041 -0.011 -0.005 0.34
H -2.3655 -4.5232 -0.9162 0.021 0.057 -0.007 0.48
H 3.0947 2.8158 -2.4600 -0.007 0.021 -0.001 0.44
H -4.6901 0.1290 0.0685 0.030 0.005 -0.011 0.32
H -3.3248 0.9619 -0.6678 0.002 0.003 0.005 0.16
H 3.1177 -3.0661 1.4920 0.009 0.005 -0.030 0.30
H -4.6039 0.2555 -1.6992 0.000 -0.001 0.010 0.42
H 4.1148 -2.5726 0.1099 -0.017 0.009 0.011 0.39
H 0.1122 -3.8852 -2.9682 -0.028 0.052 0.059 0.48
```
Positions in Å, forces in eV/Å.

Record 2
C3H6N2O in the gas phase. Source: the OMol25 dataset; level of theory: wB97M-V/def2-TZVPD.

Calculated values
- multiplicity = 1
- ΔE to the lowest compared entry with this formula, charge and spin (eV) = 3.803
- electronic energy (eV) = -8232.896
- HOMO (eV) = -7.92
- LUMO (eV) = 0.74

```
12
Properties=species:S:1:pos:R:3:forces:R:3:mulliken_charge:R:1
O 2.4061 -0.4123 -0.6238 -0.264 0.006 0.078 -0.57
N 0.2630 -1.1972 -0.0541 0.121 -0.219 -0.015 -0.16
N 0.6250 1.0022 -0.1545 0.193 -0.050 -0.049 -0.13
C -1.0486 -0.5301 0.5692 -0.028 0.291 0.366 -0.82
C 1.2591 -0.1747 -0.3352 0.061 0.057 -0.021 0.32
C -0.8302 0.8569 -0.0245 -0.218 0.079 -0.057 -0.34
H 0.6190 -2.0382 0.3845 -0.002 0.118 -0.029 0.28
H -1.2906 0.9690 -1.0163 0.026 -0.019 0.110 0.22
H -1.2440 1.6326 0.6245 0.057 -0.131 -0.044 0.32
H 1.0867 1.8459 -0.4554 -0.038 -0.068 0.017 0.22
H -0.6992 -1.4068 -0.5513 0.134 -0.053 -0.197 0.48
H -0.8945 -0.5183 1.6534 -0.040 -0.011 -0.160 0.19
```
Positions in Å, forces in eV/Å.

Record 3
A molecular structure, H12LiO6 at a distorted geometry. Source: the OMol25 dataset; level of theory: wB97M-V/def2-TZVPD.

Calculated values
- net charge = +1
- multiplicity = 1
- ΔE to the lowest compared entry with this formula, charge and spin (eV) = 0.358
- electronic energy (eV) = -12681.811
- HOMO (eV) = -15.56
- LUMO (eV) = -3.39

```
19
Properties=species:S:1:pos:R:3:forces:R:3:mulliken_charge:R:1
O 0.1384 -0.8415 1.9061 1.860 -1.655 -0.970 -0.58
O -1.5362 -1.0855 -0.5527 -0.564 0.868 0.342 -0.58
O 1.8091 1.1824 0.3024 0.147 -0.414 -1.778 -0.63
O 1.3206 -1.6120 -0.9422 0.867 -0.806 1.902 -0.54
O -1.4921 1.7624 0.6625 0.497 -0.087 -0.389 -0.58
O -0.0004 1.0521 -1.9649 2.599 -1.720 0.405 -0.64
Li -0.0197 0.2720 -0.0488 -0.005 -0.479 -0.059 0.89
H -2.1328 1.8833 1.3664 -0.062 0.129 0.111 0.26
H 0.4894 -1.7823 1.8203 -0.646 1.885 0.192 0.30
H -0.6547 -0.9492 2.3979 -1.128 -0.045 0.813 0.30
H -0.8715 1.3242 -1.9566 -2.911 1.181 -0.279 0.32
H 1.9287 1.0317 1.2189 0.293 -0.110 1.634 0.31
H 1.0925 -2.0555 -1.7574 0.061 -0.261 -0.345 0.29
H 1.7712 -2.2865 -0.3462 -0.808 1.136 -1.506 0.30
H -2.3691 -0.9266 -0.0813 0.194 -0.035 -0.304 0.30
H -1.1142 2.6338 0.4777 -0.223 -0.086 0.208 0.31
H 2.4929 0.6294 -0.1332 -0.554 0.475 0.244 0.33
H -1.4267 -2.0292 -0.5417 0.176 -0.651 -0.087 0.29
H 0.5746 1.7972 -1.8271 0.208 0.674 -0.135 0.34
```
Positions in Å, forces in eV/Å.

Record 4
2 unconnected molecules or ions with the total composition C5H10N2 at a distorted geometry. Source: the OMol25 dataset; level of theory: wB97M-V/def2-TZVPD.

Calculated values
- multiplicity = 1
- ΔE to the lowest compared entry with this formula, charge and spin (eV) = 8.385
- electronic energy (eV) = -8318.948
- HOMO (spin up / spin down) (eV) = -8.65 / -7.89
- LUMO (spin up / spin down) (eV) = -0.35 / 0.17

```
17
Properties=species:S:1:pos:R:3:forces:R:3:mulliken_charge:R:1
N -0.5969 0.6011 -2.0437 0.432 -1.016 -0.599 -0.39
N 0.8020 0.2367 -2.0366 1.386 -0.003 0.389 -0.31
C -0.7423 -0.0552 -0.7175 0.919 0.838 -0.801 0.88
C 0.0617 -1.3286 -0.2865 1.429 -0.480 -1.723 -0.53
C -1.8620 0.5265 0.0223 0.631 2.042 0.977 -1.27
C 0.7519 -0.0438 -0.6029 -0.758 0.219 0.020 -0.34
C 1.6951 0.1667 2.7314 1.555 -2.599 -0.149 -0.74
H -1.4977 1.4157 0.6762 -0.762 -1.053 -1.459 0.22
H -1.0079 0.2046 -2.9143 -0.092 -0.143 1.004 0.26
H 0.8120 0.2283 2.1215 -0.055 0.935 0.086 0.22
H -0.1272 -1.4482 0.7975 0.168 -0.434 -0.895 0.18
H -2.4893 0.8314 -0.8279 -0.597 0.274 1.049 0.40
H 0.4380 -2.1656 -0.9847 -1.293 0.895 1.449 0.29
H -2.3018 -0.1241 0.7288 -0.911 -0.905 0.408 0.34
H 2.5219 0.8457 2.9250 -0.831 0.546 -0.210 0.30
H 1.4382 0.9990 -2.3049 -0.549 -0.292 0.192 0.27
H 2.1041 -0.8904 2.7163 -0.669 1.176 0.262 0.22
```
Positions in Å, forces in eV/Å.